Entry 1:
The following is a DFT calculation (ωB97M-V/def2-TZVPD) of a molecular structure, C43H78F24N8O18S8 in a non-equilibrium geometry.

CARTESIAN COORDINATES (ANGSTROEM)
C (6.470, -3.023, 5.740)
C (6.041, -1.623, 5.151)
C (4.635, -1.842, 4.469)
C (3.486, -2.194, 5.433)
C (3.350, -1.144, 6.461)
C (4.697, -0.754, 7.153)
N (5.831, -0.664, 6.205)
O (6.562, 0.288, 6.359)
C (5.061, -1.755, 8.267)
C (4.574, 0.593, 7.835)
C (7.075, -1.140, 4.032)
H (5.624, -3.644, 5.991)
H (7.067, -2.949, 6.659)
H (7.112, -3.546, 5.025)
H (4.743, -2.631, 3.723)
H (4.439, -0.982, 3.805)
H (3.794, -3.115, 5.949)
H (2.557, -2.335, 4.832)
H (2.675, -1.365, 7.222)
H (3.019, -0.240, 5.935)
H (4.402, -1.568, 9.084)
H (6.159, -1.621, 8.650)
H (4.854, -2.828, 7.984)
H (3.612, 0.422, 8.411)
H (4.451, 1.490, 7.106)
H (5.364, 0.749, 8.544)
H (6.842, -0.158, 3.575)
H (7.037, -1.893, 3.222)
H (8.052, -1.229, 4.535)
C (1.596, -4.661, -0.467)
C (1.011, -3.542, -1.338)
C (1.726, -2.166, -1.057)
N (1.156, -0.928, -1.797)
C (-0.289, -0.714, -1.458)
C (-0.510, -0.347, 0.030)
C (0.276, 0.988, 0.256)
C (1.796, 0.676, 0.093)
C (1.975, 0.304, -1.383)
C (1.318, -1.106, -3.261)
H (1.081, -5.650, -0.556)
H (1.602, -4.384, 0.612)
H (2.671, -4.913, -0.697)
H (-0.053, -3.551, -1.257)
H (1.183, -3.720, -2.400)
H (2.768, -2.227, -1.425)
H (1.520, -1.938, 0.020)
H (-0.674, -1.694, -1.732)
H (-0.667, 0.074, -2.082)
H (-0.227, -1.124, 0.750)
H (-1.565, -0.148, 0.135)
H (-0.003, 1.400, 1.267)
H (-0.077, 1.756, -0.409)
H (2.323, -0.016, 0.766)
H (2.313, 1.614, 0.225)
H (2.981, 0.012, -1.641)
H (1.694, 1.054, -2.073)
H (0.532, -1.767, -3.669)
H (2.324, -1.452, -3.288)
H (1.248, -0.080, -3.657)
C (-2.226, -2.608, -7.747)
C (-2.876, -2.149, -6.450)
C (-3.864, -3.114, -5.841)
N (-4.848, -2.638, -4.829)
C (-5.733, -3.808, -4.348)
C (-6.514, -3.569, -3.069)
C (-5.717, -2.954, -1.874)
C (-4.837, -1.853, -2.408)
C (-4.000, -2.286, -3.597)
C (-5.753, -1.531, -5.316)
H (-1.536, -1.888, -8.099)
H (-2.980, -2.869, -8.498)
H (-1.671, -3.531, -7.592)
H (-3.293, -1.115, -6.760)
H (-2.089, -1.968, -5.709)
H (-3.235, -3.850, -5.317)
H (-4.511, -3.535, -6.615)
H (-5.057, -4.611, -4.118)
H (-6.305, -4.181, -5.260)
H (-6.930, -4.499, -2.733)
H (-7.392, -2.957, -3.254)
H (-5.112, -3.688, -1.322)
H (-6.430, -2.637, -1.093)
H (-4.178, -1.543, -1.626)
H (-5.370, -0.908, -2.667)
H (-3.468, -3.246, -3.291)
H (-3.196, -1.591, -3.861)
H (-6.633, -1.353, -4.748)
H (-6.055, -1.748, -6.354)
H (-5.183, -0.671, -5.262)
C (-2.491, 5.658, 0.418)
C (-1.296, 4.961, 0.879)
N (-0.765, 5.245, 2.246)
C (-1.957, 5.228, 3.065)
C (0.266, 4.191, 2.629)
C (0.927, 4.482, 3.959)
C (-0.056, 6.592, 2.261)
C (0.970, 6.867, 1.186)
O (0.470, 6.850, -0.126)
C (1.456, 7.121, -1.062)
H (-2.477, 5.662, -0.634)
H (-2.469, 6.737, 0.666)
H (-3.464, 5.119, 0.717)
H (-0.456, 4.994, 0.217)
H (-1.455, 3.893, 0.885)
H (-1.818, 5.545, 4.084)
H (-2.309, 4.210, 3.056)
H (-2.788, 5.829, 2.660)
H (0.917, 4.158, 1.808)
H (-0.261, 3.271, 2.555)
H (1.504, 3.572, 4.296)
H (0.177, 4.749, 4.710)
H (1.562, 5.398, 3.823)
H (0.431, 6.679, 3.233)
H (-0.876, 7.289, 2.126)
H (1.891, 6.223, 1.229)
H (1.283, 7.863, 1.517)
H (2.291, 6.432, -0.876)
H (1.853, 8.123, -0.803)
H (0.946, 7.084, -2.013)
C (-1.173, -0.911, 4.640)
F (-0.456, -0.622, 5.738)
F (-0.463, -1.685, 3.835)
F (-2.287, -1.549, 4.941)
S (-1.412, 0.800, 3.766)
O (-2.075, 1.735, 4.690)
O (-0.024, 1.145, 3.468)
N (-2.199, 0.470, 2.399)
S (-3.778, 0.296, 2.323)
O (-4.089, -0.399, 1.096)
O (-4.296, -0.168, 3.593)
C (-4.469, 1.939, 1.934)
F (-4.465, 2.825, 2.931)
F (-3.868, 2.542, 0.931)
F (-5.823, 1.716, 1.684)
C (-5.148, 2.511, -2.543)
F (-4.685, 3.494, -1.880)
F (-5.165, 1.404, -1.770)
F (-6.443, 2.786, -2.918)
S (-4.083, 2.145, -4.076)
O (-4.650, 0.860, -4.389)
O (-4.186, 3.288, -4.917)
N (-2.621, 1.868, -3.445)
S (-1.273, 2.565, -4.016)
O (-1.476, 3.797, -4.717)
O (-0.224, 2.288, -3.094)
C (-0.876, 1.502, -5.482)
F (-1.696, 1.348, -6.574)
F (0.324, 1.845, -5.894)
F (-0.878, 0.182, -4.989)
C (-0.956, -6.536, -5.265)
F (-1.993, -6.215, -6.169)
F (-1.005, -7.804, -5.042)
F (0.226, -6.315, -5.845)
S (-1.176, -5.492, -3.807)
O (-0.277, -6.002, -2.780)
O (-1.012, -4.175, -4.352)
N (-2.723, -5.737, -3.518)
S (-3.408, -5.854, -2.137)
O (-2.810, -4.962, -1.171)
O (-4.832, -5.973, -2.250)
C (-3.064, -7.521, -1.357)
F (-1.729, -7.820, -1.358)
F (-3.552, -7.462, -0.121)
F (-3.777, -8.413, -2.024)
C (4.665, 4.206, -1.266)
F (6.009, 4.497, -1.344)
F (3.976, 5.101, -1.899)
F (4.435, 2.964, -1.850)
S (4.006, 4.099, 0.464)
O (4.467, 5.388, 0.983)
O (2.553, 3.893, 0.283)
N (4.597, 2.798, 1.109)
S (6.019, 2.572, 1.688)
O (7.016, 3.577, 1.524)
O (5.843, 1.897, 3.017)
C (6.554, 1.038, 0.779)
F (6.617, 1.329, -0.532)
F (7.815, 0.788, 1.121)
F (5.846, -0.062, 0.930)

Atoms 1-6, force components in eV/Å:
0.7 0.6 0.6
-0.2 -1.6 -2.8
-0.2 0.4 -0.6
0.8 -0.9 -1.0
1.6 2.1 -1.4
-0.6 -0.1 0.7

As for the charge: 0. Its total energy is -246523.0436 eV.

---

Entry 2:
The following is a DFT calculation (ωB97M-V/def2-TZVPD) of a molecular structure, C21H33F2NORhSi3.

CARTESIAN COORDINATES (ANGSTROEM)
Rh (0.747, -0.259, -0.105)
F (-2.851, -4.099, -0.047)
C (-1.575, -3.768, -0.251)
C (-1.188, -2.454, -0.034)
C (0.126, -2.109, -0.256)
C (1.076, -3.061, -0.658)
C (0.615, -4.358, -0.872)
F (1.467, -5.313, -1.273)
C (-0.695, -4.739, -0.678)
C (2.467, -2.614, -0.754)
C (3.581, -3.373, -1.101)
C (4.830, -2.780, -1.063)
C (4.961, -1.455, -0.675)
C (3.816, -0.755, -0.356)
N (2.603, -1.314, -0.403)
H (-1.933, -1.730, 0.257)
H (-1.013, -5.757, -0.850)
H (3.474, -4.404, -1.391)
H (5.705, -3.361, -1.326)
H (5.925, -0.970, -0.619)
H (3.859, 0.278, -0.042)
C (1.006, -1.116, 2.778)
O (0.665, -0.040, 1.888)
Si (-0.789, 0.959, 1.933)
C (-0.350, 2.387, 3.022)
C (-2.087, -0.047, 2.786)
C (-0.779, 1.149, 0.102)
Si (-2.324, 0.902, -0.961)
C (-3.650, -0.190, -0.200)
C (-1.793, 0.228, -2.628)
C (-3.221, 2.513, -1.258)
Si (0.238, 2.618, -0.502)
C (1.999, 2.469, 0.173)
C (-0.468, 4.252, 0.039)
C (0.490, 2.574, -2.354)
H (1.078, -0.707, 3.785)
H (1.972, -1.510, 2.472)
H (0.252, -1.900, 2.740)
H (-0.114, 2.028, 4.027)
H (-1.205, 3.065, 3.111)
H (0.497, 2.964, 2.652)
H (-1.844, -0.131, 3.848)
H (-2.198, -1.052, 2.380)
H (-3.059, 0.448, 2.714)
H (-3.341, -1.118, 0.280)
H (-4.356, -0.457, -0.992)
H (-4.211, 0.388, 0.540)
H (-1.091, -0.600, -2.565)
H (-1.348, 1.002, -3.256)
H (-2.682, -0.142, -3.149)
H (-3.606, 2.926, -0.322)
H (-4.082, 2.284, -1.894)
H (-2.646, 3.290, -1.758)
H (2.096, 2.078, 1.188)
H (2.431, 3.474, 0.173)
H (2.625, 1.871, -0.495)
H (-0.373, 4.395, 1.114)
H (-1.521, 4.353, -0.225)
H (0.080, 5.062, -0.452)
H (0.882, 1.609, -2.693)
H (1.237, 3.332, -2.609)
H (-0.407, 2.784, -2.935)

Atoms 1-6, force components in eV/Å:
0.3 0.1 -0.1
0.0 0.0 0.0
0.1 0.0 0.0
-0.1 -0.1 0.0
-0.1 0.2 0.1
0.0 -0.3 -0.1

As for the charge: +1. Its total energy is -57923.0938 eV. For the relative energy (zero: lowest compared OMol25 entry of this formula, charge and spin), the calculation gives 0.000 eV.